Entry 1:
{
  "formula": "C3H2ClN3O",
  "method": "ωB97M-V with the def2-TZVPD basis set",
  "homo_energy_ev": [-9.28, -9.29],
  "relative_energy_kj_mol": 286.1,
  "fmax_ev_per_a": 4.2,
  "smiles": "[O-][n+]1nccnc1Cl",
  "homo_lumo_gap_ev": [8.58, 8.58],
  "total_energy_ev": -22179.781,
  "symbols": ["Cl", "O", "N", "N", "N", "C", "C", "C", "H", "H"],
  "positions_angstrom": [[-1.71, -1.86, 1.40], [-1.44, 0.92, 1.89], [-0.81, 0.49, 0.90], [-0.10, 1.35, 0.18], [0.21, -1.36, -0.35], [0.70, 0.93, -0.78], [1.01, -0.49, -0.95], [-0.79, -0.78, 0.51], [1.21, 1.81, -1.31], [1.72, -1.02, -1.51]]
}

Entry 2:
{
  "formula": "C3H2ClNO3",
  "method": "ωB97M-V with the def2-TZVPD basis set",
  "homo_energy_ev": -9.70,
  "relative_energy_kj_mol": 467.5,
  "fmax_ev_per_a": 5.7,
  "homo_lumo_gap_ev": 8.94,
  "total_energy_ev": -23291.307,
  "symbols": ["Cl", "O", "O", "O", "N", "C", "C", "C", "H", "H"],
  "positions_angstrom": [[-4.07, -0.75, -0.82], [-2.88, 1.99, -0.26], [-2.74, -1.66, 1.17], [-1.51, 1.94, 1.46], [-1.95, 1.56, 0.41], [-1.25, 0.47, -0.23], [-2.90, -1.03, 0.20], [-0.14, 0.48, -0.88], [0.17, -0.40, -1.26], [0.29, 1.47, -0.95]]
}

Entry 3:
{
  "formula": "C3H2ClNOS",
  "method": "ωB97M-V with the def2-TZVPD basis set",
  "homo_energy_ev": -8.61,
  "relative_energy_kj_mol": 64.0,
  "fmax_ev_per_a": 3.3,
  "smiles": "Sc1ncoc1Cl",
  "homo_lumo_gap_ev": 9.24,
  "total_energy_ev": -30037.402,
  "symbols": ["Cl", "S", "O", "N", "C", "C", "C", "H", "H"],
  "positions_angstrom": [[0.80, 2.07, -1.14], [1.23, 0.35, 1.97], [-0.93, -0.05, -1.25], [-0.39, -1.20, 0.50], [0.02, 0.61, -0.65], [-1.09, -1.20, -0.55], [0.31, -0.08, 0.50], [-1.67, -2.02, -1.02], [1.72, 1.51, 1.65]]
}

Entry 4:
{
  "formula": "C3H2ClNOS",
  "method": "ωB97M-V with the def2-TZVPD basis set",
  "homo_energy_ev": -8.78,
  "relative_energy_kj_mol": 153.4,
  "fmax_ev_per_a": 1.9,
  "smiles": "S=c1cc(Cl)[nH]o1",
  "homo_lumo_gap_ev": 8.90,
  "total_energy_ev": -30036.475,
  "symbols": ["Cl", "S", "O", "N", "C", "C", "C", "H", "H"],
  "positions_angstrom": [[2.65, -0.44, 0.02], [-2.85, -0.44, 0.01], [-0.80, 1.18, 0.00], [0.57, 1.15, -0.17], [-0.10, -0.98, -0.10], [0.94, -0.18, -0.08], [-1.29, -0.12, -0.02], [1.01, 1.88, 0.44], [-0.14, -2.05, -0.10]]
}

Entry 5:
{
  "formula": "C3H2ClNOS2",
  "method": "ωB97M-V with the def2-TZVPD basis set",
  "homo_energy_ev": -8.73,
  "relative_energy_kj_mol": 0.0,
  "fmax_ev_per_a": 2.7,
  "smiles": "Nc1ssc(=O)c1Cl",
  "homo_lumo_gap_ev": 8.78,
  "total_energy_ev": -40874.004,
  "symbols": ["Cl", "S", "S", "O", "N", "C", "C", "C", "H", "H"],
  "positions_angstrom": [[0.10, -2.32, 0.02], [-2.10, 1.44, -0.01], [-0.13, 1.98, 0.01], [-2.80, -1.09, -0.05], [1.88, 0.24, 0.07], [-1.87, -0.34, -0.03], [-0.36, -0.66, 0.00], [0.53, 0.36, 0.02], [2.29, -0.66, -0.06], [2.46, 1.06, 0.03]]
}

Entry 6:
{
  "formula": "C3H2CoO3",
  "method": "ωB97M-V with the def2-TZVPD basis set",
  "total_charge": -1,
  "homo_energy_ev": [-2.58, -3.64],
  "relative_energy_kj_mol": 0.0,
  "s_squared": 6.0100,
  "fmax_ev_per_a": 2.6,
  "homo_lumo_gap_ev": [6.75, 6.92],
  "total_energy_ev": -46909.575,
  "spin_multiplicity": 5,
  "symbols": ["Co", "O", "O", "O", "C", "C", "C", "H", "H"],
  "positions_angstrom": [[-0.69, -0.11, -1.75], [1.11, -0.33, 1.10], [0.33, -2.17, -0.48], [-1.38, 1.44, -0.78], [-0.77, 0.91, 0.29], [0.97, -2.12, 0.52], [0.58, 0.65, 0.36], [-1.40, 0.57, 1.13], [1.24, 1.16, -0.37]]
}